Molecular formula: C64H160O32
Method: DFT, ωB97M-V/def2-TZVPD

Results
Strongest force on any atom (eV/A): 3.14
Lowest unoccupied orbital energy (eV): 0.58
Relative energy (zero: lowest compared OMol25 entry of this formula, charge and spin) (kcal per mole): 54.05

Each atom is followed by the atoms it is bonded to, with distances in Å.
CARTESIAN COORDINATES (ANGSTROEM)
1 C -5.0770 2.2906 -1.9573  O2 1.417, H7 1.090, H8 1.090, H9 1.090
2 O -4.8923 3.3241 -2.9095  C1 1.417, C3 1.417
3 C -3.5848 3.8673 -2.8588  O2 1.417, C4 1.566, H10 1.090, H11 1.090
4 C -3.5847 5.0883 -3.8391  C3 1.566, O5 1.444, H12 1.090, H13 1.090
5 O -2.2325 5.5416 -4.0643  C4 1.444, C6 1.432
6 C -2.2121 6.6311 -4.9936  O5 1.432, H14 1.090, H15 1.090, H16 1.090
7 H -5.9348 1.6673 -2.2095  C1 1.090
8 H -5.2762 2.7441 -0.9863  C1 1.090
9 H -4.2030 1.6416 -1.9015  C1 1.090
10 H -2.8675 3.0997 -3.1492  C3 1.090
11 H -3.3106 4.1102 -1.8322  C3 1.090
12 H -4.1190 5.8802 -3.3141  C4 1.090
13 H -4.1163 4.7490 -4.7281  C4 1.090
14 H -1.2408 7.1136 -5.1025  C6 1.090
15 H -2.8887 7.3849 -4.5909  C6 1.090
16 H -2.4085 6.3823 -6.0364  C6 1.090
17 C -2.7816 9.4403 2.2146  O18 1.456, H23 1.090, H24 1.090, H25 1.090
18 O -3.3697 10.1824 1.1083  C17 1.456, C19 1.403
19 C -2.5174 10.5443 0.0545  O18 1.403, C20 1.544, H26 1.090, H27 1.090
20 C -2.0879 9.4521 -0.9486  C19 1.544, O21 1.475, H28 1.090, H29 1.090
21 O -1.2673 8.4411 -0.2560  C20 1.475, C22 1.430
22 C -0.7374 7.3883 -1.0664  O21 1.430, H30 1.090, H31 1.090, H32 1.090
23 H -2.6302 8.4189 1.8656  C17 1.090
24 H -3.6105 9.4089 2.9218  C17 1.090
25 H -1.9572 9.9045 2.7559  C17 1.090
26 H -1.6180 10.9375 0.5282  C19 1.090
27 H -2.9339 11.4179 -0.4470  C19 1.090
28 H -1.6201 9.8389 -1.8540  C20 1.090
29 H -2.9498 8.8620 -1.2601  C20 1.090
30 H -0.3399 6.5804 -0.4521  C22 1.090
31 H 0.0231 7.6884 -1.7873  C22 1.090
32 H -1.5497 6.9833 -1.6700  C22 1.090
33 C 5.6452 4.2151 -6.1000  O34 1.385, H39 1.090, H40 1.090, H41 1.090
34 O 5.3066 3.5424 -4.9379  C33 1.385, C35 1.411
35 C 3.9565 3.6393 -4.5383  O34 1.411, C36 1.588, H42 1.090, H43 1.090
36 C 3.7717 3.2404 -3.0124  C35 1.588, O37 1.436, H44 1.090, H45 1.090
37 O 4.4288 1.9972 -2.7201  C36 1.436, C38 1.410
38 C 4.6058 1.8146 -1.3334  O37 1.410, H46 1.090, H47 1.090, H48 1.090
39 H 5.4872 5.2637 -5.8477  C33 1.090
40 H 5.0886 3.9484 -6.9984  C33 1.090
41 H 6.6963 4.0059 -6.2987  C33 1.090
42 H 3.3469 2.9653 -5.1401  C35 1.090
43 H 3.6544 4.6855 -4.5863  C35 1.090
44 H 2.7061 3.1398 -2.8064  C36 1.090
45 H 4.2545 3.9678 -2.3599  C36 1.090
46 H 5.1834 0.9110 -1.1384  C38 1.090
47 H 3.6097 1.7160 -0.9018  C38 1.090
48 H 5.1851 2.6081 -0.8612  C38 1.090
49 C 0.7978 -2.2286 -4.8806  O50 1.385, H55 1.090, H56 1.090, H57 1.090
50 O 1.8222 -1.3020 -4.9844  C49 1.385, C51 1.411
51 C 1.5656 -0.2330 -5.8696  O50 1.411, C52 1.487, H58 1.090, H59 1.090
52 C 0.8581 0.8444 -5.1290  C51 1.487, O53 1.405, H60 1.090, H61 1.090
53 O 0.4902 1.9033 -5.9756  C52 1.405, C54 1.436
54 C -0.2385 2.9209 -5.2722  O53 1.436, H62 1.090, H63 1.090, H64 1.090
55 H 0.0315 -1.9032 -4.1770  C49 1.090
56 H 1.2464 -3.1569 -4.5270  C49 1.090
57 H 0.2254 -2.4859 -5.7718  C49 1.090
58 H 1.0537 -0.4739 -6.8013  C51 1.090
59 H 2.5450 0.1759 -6.1177  C51 1.090
60 H 1.4663 1.1667 -4.2838  C52 1.090
61 H 0.0082 0.3764 -4.6322  C52 1.090
62 H -0.7901 3.6349 -5.8837  C54 1.090
63 H 0.3966 3.6461 -4.7635  C54 1.090
64 H -0.9305 2.4881 -4.5497  C54 1.090
65 C -5.4219 -1.7680 -4.8330  O66 1.455, H71 1.090, H72 1.090, H73 1.090
66 O -4.4474 -0.9326 -4.1479  C65 1.455, C67 1.371
67 C -3.8672 0.1410 -4.7737  O66 1.371, C68 1.545, H74 1.090, H75 1.090
68 C -2.8452 -0.2470 -5.8654  C67 1.545, O69 1.425, H76 1.090, H77 1.090
69 O -3.5396 -0.5212 -7.0792  C68 1.425, C70 1.399
70 C -2.6642 -0.6963 -8.1570  O69 1.399, H78 1.090, H79 1.090, H80 1.090
71 H -5.8918 -2.4346 -4.1098  C65 1.090
72 H -4.8283 -2.2854 -5.5866  C65 1.090
73 H -6.1607 -1.2002 -5.3985  C65 1.090
74 H -3.3762 0.7543 -4.0182  C67 1.090
75 H -4.6419 0.7245 -5.2712  C67 1.090
76 H -2.2605 -1.0456 -5.4089  C68 1.090
77 H -2.1420 0.5440 -6.1258  C68 1.090
78 H -2.1920 0.2507 -8.4183  C70 1.090
79 H -3.1725 -1.0346 -9.0599  C70 1.090
80 H -1.9173 -1.4761 -8.0081  C70 1.090
81 C 0.5924 0.0269 5.2178  O82 1.421, H87 1.090, H88 1.090, H89 1.090
82 O 1.4158 -0.9712 5.8058  C81 1.421, C83 1.423
83 C 2.7960 -0.6457 5.9301  O82 1.423, C84 1.559, H90 1.090, H91 1.090
84 C 3.5511 -1.7376 6.7467  C83 1.559, O85 1.446, H92 1.090, H93 1.090
85 O 3.4359 -3.0218 6.0918  C84 1.446, C86 1.441
86 C 3.9719 -4.1847 6.7519  O85 1.441, H94 1.090, H95 1.090, H96 1.090
87 H -0.4437 -0.1361 5.5145  C81 1.090
88 H 0.7026 -0.0192 4.1344  C81 1.090
89 H 0.8547 1.0548 5.4685  C81 1.090
90 H 2.9235 0.3140 6.4309  C83 1.090
91 H 3.0918 -0.4810 4.8940  C83 1.090
92 H 2.9957 -1.8648 7.6759  C84 1.090
93 H 4.5831 -1.4267 6.9089  C84 1.090
94 H 3.5398 -4.3615 7.7368  C86 1.090
95 H 5.0614 -4.1521 6.7480  C86 1.090
96 H 3.8717 -5.0492 6.0956  C86 1.090
97 C -1.8885 5.2111 3.3197  O98 1.472, H103 1.090, H104 1.090, H105 1.090
98 O -0.8512 4.5373 2.5210  C97 1.472, C99 1.379
99 C 0.1469 4.0750 3.3532  O98 1.379, C100 1.529, H106 1.090, H107 1.090
100 C 1.3094 3.6239 2.4692  C99 1.529, O101 1.378, H108 1.090, H109 1.090
101 O 1.8803 4.7227 1.8646  C100 1.378, C102 1.467
102 C 2.8947 4.4506 0.8402  O101 1.467, H110 1.090, H111 1.090, H112 1.090
103 H -1.9673 4.7272 4.2932  C97 1.090
104 H -2.8116 5.2442 2.7410  C97 1.090
105 H -1.6648 6.2219 3.6608  C97 1.090
106 H -0.2812 3.2164 3.8704  C99 1.090
107 H 0.4344 4.8643 4.0478  C99 1.090
108 H 1.0259 2.8353 1.7721  C100 1.090
109 H 2.1099 3.2174 3.0872  C100 1.090
110 H 3.6856 3.8041 1.2207  C102 1.090
111 H 3.3932 5.3663 0.5220  C102 1.090
112 H 2.4765 3.9176 -0.0137  C102 1.090
113 C 5.3296 2.2828 7.8423  O114 1.454, H119 1.090, H120 1.090, H121 1.090
114 O 4.9974 2.1204 6.4357  C113 1.454, C115 1.392
115 C 5.9752 2.6763 5.6153  O114 1.392, C116 1.555, H122 1.090, H123 1.090
116 C 5.6120 2.6202 4.1048  C115 1.555, O117 1.433, H124 1.090, H125 1.090
117 O 5.4036 1.2686 3.6775  C116 1.433, C118 1.395
118 C 4.4962 1.1159 2.6283  O117 1.395, H126 1.090, H127 1.090, H128 1.090
119 H 6.1450 1.6065 8.0988  C113 1.090
120 H 4.4855 1.9381 8.4396  C113 1.090
121 H 5.4577 3.3340 8.1004  C113 1.090
122 H 6.9444 2.1814 5.6772  C115 1.090
123 H 6.1470 3.6996 5.9493  C115 1.090
124 H 6.3433 3.1431 3.4885  C116 1.090
125 H 4.7547 3.2450 3.8545  C116 1.090
126 H 3.5838 1.6606 2.8708  C118 1.090
127 H 4.1956 0.0691 2.5839  C118 1.090
128 H 4.8719 1.4276 1.6538  C118 1.090
129 C -5.1141 -1.0577 -0.4766  O130 1.410, H135 1.090, H136 1.090, H137 1.090
130 O -5.1616 -0.1859 0.6306  C129 1.410, C131 1.387
131 C -6.1826 -0.2652 1.5657  O130 1.387, C132 1.556, H138 1.090, H139 1.090
132 C -7.3416 0.7186 1.2324  C131 1.556, O133 1.390, H140 1.090, H141 1.090
133 O -7.9729 0.2475 0.0872  C132 1.390, C134 1.454
134 C -9.1713 0.9830 -0.2832  O133 1.454, H142 1.090, H143 1.090, H144 1.090
135 H -4.1608 -0.9529 -0.9947  C129 1.090
136 H -5.9812 -0.9260 -1.1238  C129 1.090
137 H -5.0637 -2.0502 -0.0289  C129 1.090
138 H -5.6611 0.0993 2.4507  C131 1.090
139 H -6.5054 -1.2930 1.7319  C131 1.090
140 H -6.8049 1.6302 0.9697  C132 1.090
141 H -8.0185 0.8429 2.0776  C132 1.090
142 H -9.7914 1.2038 0.5856  C134 1.090
143 H -9.8290 0.3155 -0.8400  C134 1.090
144 H -8.9024 1.8356 -0.9069  C134 1.090
145 C 4.3195 -3.1981 -0.2223  O146 1.405, H151 1.090, H152 1.090, H153 1.090
146 O 4.3271 -2.3262 0.8798  C145 1.405, C147 1.460
147 C 4.4864 -2.9845 2.1738  O146 1.460, C148 1.598, H154 1.090, H155 1.090
148 C 3.4076 -4.1453 2.3820  C147 1.598, O149 1.411, H156 1.090, H157 1.090
149 O 2.0505 -3.9017 2.0844  C148 1.411, C150 1.393
150 C 1.3495 -3.0739 2.9586  O149 1.393, H158 1.090, H159 1.090, H160 1.090
151 H 4.9133 -4.0973 -0.0583  C145 1.090
152 H 4.6570 -2.6603 -1.1082  C145 1.090
153 H 3.2545 -3.4008 -0.3352  C145 1.090
154 H 4.3948 -2.2906 3.0095  C147 1.090
155 H 5.4612 -3.4623 2.2722  C147 1.090
156 H 3.4098 -4.4634 3.4245  C148 1.090
157 H 3.7351 -4.9835 1.7669  C148 1.090
158 H 1.9054 -2.1600 3.1678  C150 1.090
159 H 1.0952 -3.6016 3.8779  C150 1.090
160 H 0.4271 -2.8925 2.4068  C150 1.090
161 C 2.3792 -5.8316 -2.8165  O162 1.449, H167 1.090, H168 1.090, H169 1.090
162 O 0.9690 -5.4994 -2.7839  C161 1.449, C163 1.425
163 C 0.6190 -4.8116 -1.5861  O162 1.425, C164 1.514, H170 1.090, H171 1.090
164 C -0.8395 -4.4055 -1.5756  C163 1.514, O165 1.487, H172 1.090, H173 1.090
165 O -1.2857 -3.6181 -2.7555  C164 1.487, C166 1.426
166 C -2.6919 -3.6087 -2.9918  O165 1.426, H174 1.090, H175 1.090, H176 1.090
167 H 2.6635 -6.4103 -1.9376  C161 1.090
168 H 3.0447 -4.9689 -2.8484  C161 1.090
169 H 2.4953 -6.4899 -3.6774  C161 1.090
170 H 1.2970 -3.9586 -1.5595  C163 1.090
171 H 0.8499 -5.4917 -0.7662  C163 1.090
172 H -0.9889 -3.7968 -0.6839  C164 1.090
173 H -1.4752 -5.2876 -1.4991  C164 1.090
174 H -2.9696 -4.6497 -3.1569  C166 1.090
175 H -2.8067 -3.1075 -3.9529  C166 1.090
176 H -3.2275 -3.1797 -2.1448  C166 1.090
177 C -1.7600 -9.5104 -0.5757  O178 1.401, H183 1.090, H184 1.090, H185 1.090
178 O -0.4058 -9.8691 -0.5873  C177 1.401, C179 1.430
179 C 0.4563 -8.7335 -0.4732  O178 1.430, C180 1.575, H186 1.090, H187 1.090
180 C 0.2976 -8.0223 0.9230  C179 1.575, O181 1.445, H188 1.090, H189 1.090
181 O -0.7416 -7.0199 0.8625  C180 1.445, C182 1.437
182 C -1.0365 -6.3631 2.1062  O181 1.437, H190 1.090, H191 1.090, H192 1.090
183 H -2.1259 -9.3812 0.4429  C177 1.090
184 H -2.3803 -10.3607 -0.8590  C177 1.090
185 H -2.0676 -8.7262 -1.2676  C177 1.090
186 H 0.1228 -8.0433 -1.2481  C179 1.090
187 H 1.4982 -9.0309 -0.5912  C179 1.090
188 H 1.2368 -7.5275 1.1704  C180 1.090
189 H 0.0701 -8.7470 1.7049  C180 1.090
190 H -1.8806 -5.6894 1.9592  C182 1.090
191 H -0.1487 -5.7647 2.3107  C182 1.090
192 H -1.4371 -7.1045 2.7976  C182 1.090
193 C 5.0929 -0.5455 -4.1508  O194 1.426, H199 1.090, H200 1.090, H201 1.090
194 O 5.6196 -1.8709 -4.1616  C193 1.426, C195 1.453
195 C 4.6619 -2.9091 -4.5025  O194 1.453, C196 1.524, H202 1.090, H203 1.090
196 C 5.4223 -4.2269 -4.4185  C195 1.524, O197 1.456, H204 1.090, H205 1.090
197 O 5.6327 -4.4086 -2.9895  C196 1.456, C198 1.442
198 C 5.9891 -5.7775 -2.7083  O197 1.442, H206 1.090, H207 1.090, H208 1.090
199 H 4.2743 -0.2815 -4.8203  C193 1.090
200 H 5.8019 0.2621 -4.3328  C193 1.090
201 H 4.7706 -0.3306 -3.1319  C193 1.090
202 H 4.3831 -2.6959 -5.5345  C195 1.090
203 H 3.9246 -2.7935 -3.7081  C195 1.090
204 H 6.3580 -4.1803 -4.9755  C196 1.090
205 H 4.7878 -4.9965 -4.8581  C196 1.090
206 H 6.1619 -5.8330 -1.6335  C198 1.090
207 H 6.8533 -6.2494 -3.1759  C198 1.090
208 H 5.1999 -6.4907 -2.9459  C198 1.090
209 C -3.5871 -4.7638 6.1562  O210 1.404, H215 1.090, H216 1.090, H217 1.090
210 O -2.4499 -4.1542 6.7098  C209 1.404, C211 1.433
211 C -1.5346 -3.5498 5.7871  O210 1.433, C212 1.521, H218 1.090, H219 1.090
212 C -2.0808 -2.5336 4.7952  C211 1.521, O213 1.486, H220 1.090, H221 1.090
213 O -2.7336 -3.2873 3.6938  C212 1.486, C214 1.396
214 C -3.1311 -2.5205 2.5971  O213 1.396, H222 1.090, H223 1.090, H224 1.090
215 H -4.2377 -4.2154 5.4749  C209 1.090
216 H -4.1496 -5.2573 6.9487  C209 1.090
217 H -3.1828 -5.5602 5.5314  C209 1.090
218 H -0.9558 -4.3121 5.2656  C211 1.090
219 H -0.8578 -2.9945 6.4364  C211 1.090
220 H -1.3026 -1.9053 4.3621  C212 1.090
221 H -2.8086 -1.8313 5.2015  C212 1.090
222 H -2.3786 -1.8526 2.1781  C214 1.090
223 H -4.1142 -2.0800 2.7631  C214 1.090
224 H -3.1483 -3.2913 1.8266  C214 1.090
225 C -3.8902 0.4404 6.9292  O226 1.448, H231 1.090, H232 1.090, H233 1.090
226 O -3.7338 0.5274 5.4921  C225 1.448, C227 1.373
227 C -3.2040 1.7232 5.0728  O226 1.373, C228 1.555, H234 1.090, H235 1.090
228 C -2.8534 1.5998 3.5631  C227 1.555, O229 1.406, H236 1.090, H237 1.090
229 O -1.5571 1.0939 3.3594  C228 1.406, C230 1.412
230 C -1.1542 0.9605 2.0130  O229 1.412, H238 1.090, H239 1.090, H240 1.090
231 H -4.5222 1.2115 7.3697  C225 1.090
232 H -2.9642 0.3816 7.5012  C225 1.090
233 H -4.4284 -0.4916 7.1018  C225 1.090
234 H -2.2725 1.8878 5.6144  C227 1.090
235 H -3.9337 2.4465 5.4367  C227 1.090
236 H -3.0088 2.5973 3.1522  C228 1.090
237 H -3.5080 0.9006 3.0428  C228 1.090
238 H -1.1675 1.9465 1.5485  C230 1.090
239 H -1.6863 0.2555 1.3743  C230 1.090
240 H -0.0923 0.7206 2.0664  C230 1.090
241 C -0.7235 2.3928 -1.5599  O242 1.478, H247 1.090, H248 1.090, H249 1.090
242 O -1.3982 1.3447 -2.3548  C241 1.478, C243 1.419
243 C -1.3067 0.0184 -1.8578  O242 1.419, C244 1.479, H250 1.090, H251 1.090
244 C 0.0306 -0.5109 -1.5148  C243 1.479, O245 1.444, H252 1.090, H253 1.090
245 O 0.6825 0.1402 -0.4027  C244 1.444, C246 1.433
246 C 1.8185 -0.5678 0.1093  O245 1.433, H254 1.090, H255 1.090, H256 1.090
247 H -1.0466 2.4508 -0.5205  C241 1.090
248 H -0.9766 3.3621 -1.9895  C241 1.090
249 H 0.3646 2.3839 -1.6247  C241 1.090
250 H -1.7908 -0.6292 -2.5888  C243 1.090
251 H -1.8460 0.0196 -0.9106  C243 1.090
252 H 0.6385 -0.4357 -2.4165  C244 1.090
253 H -0.1533 -1.5598 -1.2822  C244 1.090
254 H 2.6079 -0.6443 -0.6385  C246 1.090
255 H 1.5421 -1.5676 0.4439  C246 1.090
256 H 2.2029 -0.0369 0.9802  C246 1.090